(1)
{
  "formula": "C36H70O18",
  "method": "the ωB97M-V functional and the def2-TZVPD basis",
  "elements": ["O", "C", "C", "C", "C", "O", "H", "H", "H", "H", "H", "H", "O", "C", "C", "C", "C", "O", "H", "H", "H", "H", "H", "H", "O", "C", "C", "C", "C", "O", "H", "H", "H", "H", "H", "H", "O", "C", "C", "C", "C", "O", "H", "H", "H", "H", "H", "H", "O", "C", "C", "C", "C", "O", "H", "H", "H", "H", "H", "H", "C", "O", "C", "C", "O", "C", "H", "H", "H", "H", "H", "H", "H", "H", "H", "H", "C", "O", "C", "C", "O", "C", "H", "H", "H", "H", "H", "H", "H", "H", "H", "H", "C", "O", "C", "C", "O", "C", "H", "H", "H", "H", "H", "H", "H", "H", "H", "H", "C", "O", "C", "C", "O", "C", "H", "H", "H", "H", "H", "H", "H", "H", "H", "H"],
  "xyz": [[3.049, -5.180, -0.565], [2.448, -5.048, -1.650], [2.524, -3.841, -2.545], [2.179, -4.458, -3.858], [1.308, -5.648, -3.550], [1.748, -6.057, -2.269], [1.697, -3.176, -2.300], [3.494, -3.349, -2.474], [1.624, -3.839, -4.563], [3.047, -4.912, -4.337], [0.251, -5.388, -3.609], [1.499, -6.505, -4.196], [-1.199, 3.432, -1.270], [-0.533, 3.245, -2.354], [-0.248, 4.323, -3.383], [0.081, 3.408, -4.571], [0.690, 2.213, -3.895], [0.003, 2.060, -2.700], [-1.112, 4.971, -3.527], [0.541, 4.994, -3.042], [-0.806, 3.222, -5.176], [0.821, 3.845, -5.242], [0.579, 1.384, -4.594], [1.769, 2.234, -3.741], [-2.359, -5.083, -2.053], [-3.197, -4.564, -1.318], [-4.622, -4.185, -1.727], [-4.888, -3.077, -0.703], [-4.091, -3.595, 0.464], [-2.994, -4.338, -0.055], [-4.701, -3.800, -2.743], [-5.269, -5.044, -1.551], [-4.538, -2.107, -1.055], [-5.888, -2.991, -0.277], [-3.811, -2.834, 1.192], [-4.687, -4.284, 1.062], [-0.265, -1.466, -3.781], [-1.063, -2.206, -4.363], [-2.547, -2.261, -4.231], [-3.043, -2.927, -5.457], [-1.880, -3.810, -5.741], [-0.708, -3.077, -5.346], [-2.768, -2.819, -3.321], [-2.922, -1.271, -3.973], [-3.999, -3.439, -5.347], [-3.137, -2.138, -6.203], [-1.936, -4.823, -5.345], [-1.745, -3.869, -6.821], [-1.929, -1.023, 2.702], [-1.487, -1.009, 1.592], [-0.312, -1.867, 1.063], [-0.337, -1.548, -0.458], [-1.481, -0.532, -0.688], [-2.195, -0.476, 0.518], [0.540, -1.685, 1.718], [-0.601, -2.907, 1.214], [0.601, -1.110, -0.797], [-0.548, -2.471, -0.999], [-1.128, 0.474, -0.912], [-2.192, -0.902, -1.427], [0.673, 5.836, 3.003], [0.614, 4.390, 3.151], [-0.161, 3.738, 2.182], [-0.270, 2.198, 2.302], [0.923, 1.620, 2.793], [2.034, 1.730, 1.882], [-0.318, 6.288, 3.058], [1.027, 6.073, 2.000], [1.333, 6.363, 3.691], [0.217, 3.931, 1.178], [-1.155, 4.185, 2.142], [-0.457, 1.778, 1.314], [-1.014, 1.920, 3.049], [2.507, 2.703, 1.748], [1.757, 1.431, 0.871], [2.776, 1.045, 2.292], [6.216, -1.074, 8.432], [5.642, -1.539, 7.231], [4.849, -0.516, 6.649], [4.408, -0.909, 5.250], [3.575, -2.081, 5.271], [2.989, -2.337, 4.043], [5.508, -0.693, 9.167], [6.951, -0.281, 8.290], [6.835, -1.907, 8.764], [5.312, 0.459, 6.498], [3.930, -0.453, 7.231], [5.289, -1.070, 4.629], [3.919, -0.063, 4.767], [3.722, -2.290, 3.238], [2.136, -1.679, 3.874], [2.637, -3.361, 3.917], [2.308, 4.806, -0.887], [2.763, 3.557, -1.391], [4.146, 3.516, -1.593], [4.518, 2.165, -2.147], [4.270, 1.053, -1.232], [3.007, 0.448, -1.320], [2.489, 5.636, -1.570], [2.722, 5.172, 0.053], [1.234, 4.890, -0.721], [4.715, 3.752, -0.693], [4.476, 4.350, -2.212], [5.584, 2.244, -2.361], [4.123, 1.977, -3.146], [3.029, -0.267, -0.499], [2.898, 0.009, -2.312], [2.154, 1.116, -1.196], [-4.952, 1.762, 4.683], [-5.238, 2.223, 3.361], [-4.772, 1.285, 2.401], [-5.378, 1.640, 1.046], [-5.343, 3.000, 0.617], [-4.118, 3.479, 0.129], [-3.936, 1.481, 4.963], [-5.556, 0.906, 4.982], [-5.181, 2.586, 5.359], [-5.152, 0.305, 2.688], [-3.687, 1.282, 2.295], [-6.439, 1.403, 0.968], [-5.075, 0.963, 0.247], [-3.515, 3.583, 1.031], [-4.273, 4.479, -0.275], [-3.560, 2.897, -0.605]],
  "gap_ev": 9.335,
  "smiles": "O=C1CCCO1.O=C1CCCO1.O=C1CCCO1.O=C1CCCO1.O=C1CCCO1.COCCOC.COCCOC.COCCOC.COCCOC",
  "de_lowest_kj_mol": 806.52,
  "total_energy_ha": -2767.8081,
  "charge": 0
}



(2)
{
  "formula": "C36H71InN5Sb2",
  "method": "the ωB97M-V functional and the def2-TZVPD basis",
  "elements": ["In", "C", "C", "N", "C", "C", "N", "C", "C", "N", "C", "C", "N", "C", "C", "C", "C", "C", "C", "C", "N", "H", "H", "H", "H", "H", "H", "H", "H", "H", "H", "H", "H", "H", "H", "H", "H", "H", "H", "H", "H", "H", "H", "H", "C", "C", "C", "C", "Sb", "C", "C", "C", "C", "C", "C", "C", "C", "H", "H", "H", "H", "H", "H", "H", "H", "H", "H", "H", "H", "H", "H", "H", "H", "H", "H", "H", "H", "H", "H", "H", "H", "H", "H", "H", "C", "C", "C", "Sb", "C", "C", "C", "C", "C", "C", "H", "H", "H", "H", "H", "H", "H", "H", "H", "H", "H", "H", "H", "H", "H", "H", "H", "H", "H", "H", "H"],
  "xyz": [[-0.785, -0.152, -0.744], [-4.057, -2.619, 1.808], [-3.185, -1.634, 1.103], [-2.438, -1.841, 0.101], [-2.524, -2.918, -0.858], [-3.182, -2.296, -2.100], [-2.747, -0.889, -2.219], [-2.800, -0.326, -3.570], [-1.393, -0.330, -4.158], [-0.405, 0.265, -3.242], [-0.216, 1.720, -3.360], [-1.335, 2.531, -2.735], [-1.732, 1.982, -1.443], [-2.607, 2.596, -0.744], [-3.252, 3.875, -1.172], [-3.060, 1.911, 0.508], [-3.793, 2.499, 1.528], [-4.207, 1.701, 2.587], [-3.967, 0.334, 2.556], [-3.265, -0.179, 1.477], [-2.791, 0.614, 0.519], [-3.929, -3.626, 1.421], [-5.111, -2.345, 1.724], [-3.809, -2.626, 2.872], [-3.067, -3.806, -0.531], [-1.510, -3.198, -1.127], [-4.270, -2.359, -2.032], [-2.870, -2.855, -2.982], [-3.326, -0.334, -1.600], [-3.198, 0.686, -3.524], [-3.456, -0.899, -4.227], [-1.391, 0.181, -5.125], [-1.103, -1.367, -4.331], [0.495, -0.156, -3.443], [-0.118, 2.031, -4.404], [0.722, 1.960, -2.856], [-2.204, 2.576, -3.396], [-0.973, 3.556, -2.632], [-3.808, 4.361, -0.377], [-3.955, 3.665, -1.985], [-2.518, 4.576, -1.566], [-4.053, 3.547, 1.508], [-4.756, 2.138, 3.412], [-4.341, -0.310, 3.341], [2.371, -4.087, 1.590], [1.057, -3.413, 1.203], [0.586, -2.423, 2.260], [-0.018, -4.459, 0.931], [1.412, -2.237, -0.651], [1.557, -3.545, -2.448], [2.385, -4.755, -2.028], [2.236, -2.736, -3.545], [0.145, -3.940, -2.856], [3.297, -1.137, -0.428], [4.476, -2.088, -0.612], [3.286, -0.537, 0.968], [3.289, -0.039, -1.485], [2.200, -4.680, 2.494], [3.160, -3.374, 1.819], [2.728, -4.772, 0.821], [0.322, -2.975, 3.168], [-0.300, -1.871, 1.936], [1.362, -1.708, 2.531], [-0.171, -5.041, 1.846], [0.268, -5.164, 0.151], [-0.970, -4.007, 0.673], [3.384, -4.480, -1.691], [2.504, -5.412, -2.895], [1.898, -5.339, -1.248], [3.268, -2.490, -3.305], [1.698, -1.814, -3.777], [2.256, -3.338, -4.459], [-0.349, -4.542, -2.093], [0.197, -4.550, -3.763], [-0.471, -3.065, -3.080], [4.473, -2.905, 0.109], [5.400, -1.523, -0.460], [4.524, -2.507, -1.617], [3.339, -1.298, 1.745], [2.399, 0.079, 1.134], [4.169, 0.100, 1.087], [3.332, -0.436, -2.499], [4.173, 0.593, -1.348], [2.409, 0.599, -1.389], [2.436, 1.250, 3.804], [1.036, 1.813, 3.592], [-0.049, 0.846, 4.058], [0.604, 2.441, 1.556], [-0.146, 4.391, 2.154], [-0.505, 5.255, 0.951], [-1.288, 4.287, 3.155], [2.544, 3.060, 0.813], [3.087, 4.263, 1.581], [2.473, 3.340, -0.687], [2.623, 1.139, 4.875], [3.218, 1.901, 3.411], [2.546, 0.263, 3.355], [0.946, 2.754, 4.139], [-0.007, -0.088, 3.493], [-1.051, 1.269, 3.941], [0.084, 0.602, 5.115], [0.731, 4.805, 2.656], [-1.334, 4.820, 0.387], [0.339, 5.395, 0.274], [-0.821, 6.247, 1.284], [-2.141, 3.754, 2.740], [-1.626, 5.292, 3.424], [-0.992, 3.792, 4.080], [3.181, 2.194, 1.000], [2.544, 5.176, 1.336], [4.132, 4.429, 1.307], [3.060, 4.121, 2.662], [1.883, 4.236, -0.894], [2.029, 2.511, -1.239], [3.474, 3.514, -1.091]],
  "gap_ev": 6.139,
  "total_energy_ha": -2357.8287,
  "charge": 3
}



- Which formula does entry 2 have?
  C36H71InN5Sb2